Entry 1:
A gas-phase ion, C5H6NO (charge +1) in a non-equilibrium geometry. Source: the OMol25 dataset; level of theory: ωB97M-V/def2-TZVPD.

Computed properties:
Net charge: +1
Energy relative to the best compared isomer or geometry (same formula, charge and spin) in kJ/mol: 904.1
HOMO-LUMO gap in hartree: 0.2752
Multiplicity: 1
HOMO energy in Eh: -0.544
Maximum force in Eh/bohr: 0.0671

Geometry as XYZ:
```
13
Properties=species:S:1:pos:R:3:lowdin_charge:R:1
H 2.07129 1.35556 -0.36388 0.1275
H -2.22122 -1.05530 1.29948 0.1432
C -2.02468 -0.28270 0.57307 -0.0754
O -1.73841 -0.79471 -0.70546 0.0489
C 1.32023 -1.80207 0.37442 0.4569
H 2.94001 -1.03235 -0.27292 0.1117
C 0.01350 0.83334 -0.28663 -0.1347
C 1.44968 0.53427 -0.15946 0.0931
H -0.28206 0.93521 -1.45033 0.2320
H -2.39640 0.66154 0.71383 0.1109
N -0.69780 -0.31206 0.12943 -0.1537
H -0.36647 1.71441 0.37127 0.1895
C 1.93232 -0.75515 -0.22282 -0.1500
```

Entry 2:
7 unconnected molecules or ions with the total composition C37H76N2O24P6S in a non-equilibrium geometry. Source: the OMol25 dataset; level of theory: ωB97M-V/def2-TZVPD.

Computed properties:
Net charge: 0
HOMO-LUMO gap in hartree: 0.1953
Multiplicity: 1
HOMO energy in Eh: -0.294
Maximum force in Eh/bohr: 0.1836

Geometry as XYZ:
```
146
Properties=species:S:1:pos:R:3:lowdin_charge:R:1
H -5.70119 0.68218 -1.27865 0.0791
H 4.80718 -0.71992 -3.90767 0.0480
H 3.27653 -2.83305 -2.69386 0.1041
C -3.06176 4.01502 -2.81979 -0.1057
H 4.13309 -6.42273 11.24897 0.0854
O 5.59658 -6.72053 9.81883 -0.2708
C -0.58253 -0.54314 -0.90981 -0.4218
H -7.06539 6.93749 0.87176 0.0866
H -4.85359 8.04866 -3.47210 0.0817
C 2.32179 -0.55944 -0.64932 -0.2332
N 4.69476 -1.68627 -3.58455 0.0963
C 4.96454 -6.18098 3.09192 -0.1089
C 3.55338 0.02620 1.83179 -0.0922
H 2.81900 -3.61527 8.47063 0.0850
O 10.74308 -6.77997 3.08525 -0.2709
H -2.49652 -0.27872 -0.06744 0.1051
H -8.17793 9.15415 -1.88301 0.0905
H -2.97040 2.91054 -4.71761 0.0900
O 6.62159 -6.98152 7.68697 -0.3218
O 1.17555 4.00594 -4.22501 -0.2933
H 5.20747 0.76768 0.62653 0.1082
C -7.66794 6.17924 0.37477 -0.1118
O -11.79457 3.14887 -3.78818 -0.2687
P 1.12283 5.66882 -4.36366 0.6545
C 0.34209 -0.33286 -1.95363 -0.2179
H -6.38988 8.38365 -4.32416 0.0856
P -12.47732 4.46277 -3.12838 0.6159
H -15.89703 4.64797 -4.02902 0.0856
O 4.25964 -6.79525 2.01941 -0.2659
O -11.38735 4.46494 -1.88462 -0.2632
O -8.27151 7.44592 -3.08419 -0.2842
H -14.78837 5.95309 -4.49527 0.0881
H 7.57759 -8.75028 7.40579 0.0909
C -2.33569 0.72794 -2.01270 -0.1775
H 3.12639 3.73380 -4.89355 0.0889
C 4.21693 0.31421 0.64545 -0.0724
H 2.84622 -3.88508 -0.50123 0.0808
H 3.55559 6.16132 -6.78699 0.0899
O -13.90378 4.15931 -3.94489 -0.2392
C -1.86590 -0.04269 -0.92740 -0.0494
H 0.80762 8.21683 -2.66939 0.0875
H -3.80394 2.05212 -1.19410 0.1363
H 0.84460 -7.31056 2.66656 0.0841
P 3.08368 -5.96452 1.27152 0.6166
O -6.19227 7.61217 -1.54008 -0.2654
C 2.45703 -0.74592 -3.05026 -0.1707
H 2.91803 0.25865 -3.14265 0.1100
H -14.99091 5.51477 -2.77984 0.0818
S 0.03738 -1.49894 0.47932 1.0228
C -3.76660 1.28529 -1.98462 -0.3226
H -9.67830 4.12785 -3.02489 0.0960
H 5.86105 -8.77046 6.97429 0.0833
H -0.50208 8.76062 -3.73672 0.0859
H 3.91658 -4.07822 7.16105 0.0791
P -7.16750 6.64994 -2.20004 0.6927
H 1.21961 -8.88916 1.96265 0.0896
C 4.51646 -7.21508 10.60646 -0.1060
H -4.94326 -0.53392 -2.34244 0.0875
O -8.18862 6.70286 -0.85300 -0.2826
H 11.11888 -4.81181 2.57757 0.0843
O 4.05588 -5.18939 8.92634 -0.2597
H 2.50941 -5.10002 7.54903 0.0873
H 11.87691 -9.13407 5.44719 0.0837
H -5.38616 1.76287 -3.33049 0.1067
C -10.03577 4.75989 -2.20884 -0.1227
H 8.15928 -4.13517 5.46056 0.0845
H -2.56008 4.86779 -3.30862 0.0621
H -1.68611 1.55570 -3.89780 0.0995
H -11.69234 4.02156 -5.68493 0.0874
H 4.90282 -8.01771 11.23363 0.0913
H -3.86813 4.42945 -2.19250 0.0731
H 12.43185 -5.96317 2.28145 0.0893
H -10.81354 2.49770 -5.45643 0.0884
C -1.42237 0.94688 -3.03437 -0.0214
O 1.83389 5.64602 -5.81805 -0.2658
H 2.41702 -8.09359 3.00129 0.0869
C 2.27937 -0.53067 1.81246 -0.1050
H -9.06235 9.29782 -3.41547 0.0939
C 6.58602 -8.40293 7.69805 -0.1147
O 4.15834 -4.74919 0.88097 -0.2275
H 5.87400 -5.71593 2.70789 0.0824
C 1.68901 -0.80163 0.58879 -0.4548
H 3.34061 6.96580 -5.22014 0.0889
H -7.06820 5.28722 0.19839 0.0824
H -9.92833 5.80803 -2.46744 0.0554
H 0.53562 0.68306 -3.85393 0.0955
C -11.72412 3.04137 -5.20755 -0.1063
H 3.71127 -7.60754 9.98404 0.0895
C 11.64227 -5.68046 2.97698 -0.1091
H 2.88247 3.61602 -3.12515 0.0877
H -0.63773 7.20216 -2.90810 0.0767
H 2.30808 2.32488 -4.19055 0.0636
H 9.44377 -4.79395 6.49145 0.0880
H 1.71573 -0.78176 2.71228 0.1134
C 1.64106 -7.92769 2.25431 -0.1148
O 10.90164 -6.84699 5.68148 -0.2723
H 5.24519 -6.95846 3.80257 0.0860
H 4.41922 -3.09173 -0.31079 0.0887
H 4.16448 0.23864 -1.47296 0.0986
H -5.16021 7.34222 -5.06552 0.0897
P 9.98707 -7.05036 4.49498 0.6671
C 2.45293 3.40259 -4.10256 -0.1202
H -12.58031 2.47792 -5.57891 0.0840
O -12.09560 5.74090 -3.81954 -0.2598
H 11.45120 -10.26147 4.15225 0.0900
C 0.05463 7.89323 -3.38573 -0.1095
H 1.87751 -0.87837 -3.97836 0.1297
O 0.69420 7.28606 -4.51826 -0.2480
H -8.50951 5.91506 1.01413 0.0883
H -2.30543 3.51688 -2.19542 0.0681
C 3.61104 -3.59548 0.21842 -0.1042
H 2.37215 7.46973 -6.63080 0.0854
H -4.00413 0.97183 -4.08280 0.1181
C -4.75527 0.15928 -1.51238 -0.0648
H 6.35703 -8.78599 8.69210 0.0860
H 8.04899 -5.80898 6.02240 0.0555
N 1.64583 -0.90817 -1.85401 -0.0337
P 5.29969 -6.16157 8.32575 0.6957
O 2.17406 -7.33150 1.07894 -0.2757
C -0.11569 0.43934 -3.01410 -0.0040
O -6.18059 6.46398 -3.54899 -0.3104
C 8.73628 -5.02922 5.69774 -0.1153
C -3.67809 3.09715 -3.89693 -0.2424
H -9.79068 8.41191 -2.06619 0.0886
H -4.43974 -0.32616 -0.58428 0.0603
C -4.28685 1.76202 -3.36179 -0.1757
H -9.43712 4.55861 -1.32184 0.0804
H 12.16651 -8.69199 3.73880 0.0859
O 2.21004 -5.19179 2.21973 -0.2669
C 11.49950 -9.20848 4.42898 -0.1202
O 10.17711 -8.69542 4.35079 -0.2895
H 4.35789 -5.43691 3.61002 0.0846
O 4.31181 -7.04698 7.58520 -0.2730
C -5.62265 7.63611 -4.12274 -0.1235
C 3.53385 -1.84874 -3.10923 -0.2235
H 3.18974 -2.91479 0.95333 0.0694
O 2.09784 5.92980 -3.23759 -0.2733
C -14.94987 5.13251 -3.79807 -0.1099
C 3.28508 -4.45801 7.96244 -0.1128
H -4.51417 3.66602 -4.34331 0.0978
H 12.09057 -5.43077 3.93948 0.0880
H 4.06100 0.27784 2.76572 0.1064
O 9.45415 -5.43823 4.52333 -0.2558
C -8.85235 8.64249 -2.57116 -0.0959
C 3.59170 0.01848 -0.57231 -0.0243
C 2.82832 6.62208 -6.11955 -0.1048
```

Entry 3:
A molecular structure, C2H2F2O2Sn in a non-equilibrium geometry. Source: the OMol25 dataset; level of theory: ωB97M-V/def2-TZVPD.

Computed properties:
Net charge: +2
HOMO-LUMO gap (spin up / spin down) in hartree: 0.3190 / 0.2639
Multiplicity: 1
HOMO energy (spin up / spin down) in Eh: -0.752 / -0.699
Maximum force in Eh/bohr: 0.1085

Geometry as XYZ:
```
9
Properties=species:S:1:pos:R:3:lowdin_charge:R:1
H -2.05704 -0.74932 -0.42436 0.2038
Sn 2.01481 0.97397 0.21594 1.8162
O 0.89488 -1.12946 0.04558 -0.0940
C -0.55800 0.53350 -1.28326 -0.0665
F -0.20334 -0.87205 0.94922 -0.0547
C -1.52092 0.19694 -0.30517 0.1142
O 0.69492 0.24422 -1.02861 -0.3888
H -0.85328 0.70804 -2.32220 0.1949
F -2.15137 1.15157 0.31965 0.2750
```

Entry 4:
A molecular structure, C28H44BrFeN3P2 in a non-equilibrium geometry. Source: the OMol25 dataset; level of theory: ωB97M-V/def2-TZVPD.

Computed properties:
Net charge: +2
Energy relative to the best compared isomer or geometry (same formula, charge and spin) in kJ/mol: 180.4
Expectation value of S²: 6.08
HOMO-LUMO gap (spin up / spin down) in hartree: 0.2776 / 0.1435
Multiplicity: 5
HOMO energy (spin up / spin down) in Eh: -0.468 / -0.465
Maximum force in Eh/bohr: 0.0420

Geometry as XYZ:
```
79
Properties=species:S:1:pos:R:3:lowdin_charge:R:1
H -2.34593 -5.15860 -3.58559 0.0816
C 0.68862 3.66254 1.08382 -0.1177
C 0.46147 -2.27866 0.41419 -0.0964
H 0.55791 4.67961 0.70554 0.0688
H -0.59778 -1.44047 -5.76909 0.0846
C -0.64941 -1.54887 2.44803 -0.1306
N -1.93579 1.24220 1.02614 0.0063
H -2.73728 -0.35396 2.24480 0.0987
H 2.42017 -1.37184 -0.00219 0.1226
H -0.30690 3.28196 1.35349 0.0437
H -0.80832 -3.18497 -5.51147 0.0782
H -1.50123 -1.58124 3.12687 0.1101
H -0.39370 -1.06078 -3.28578 0.0529
H 3.32193 1.83429 -1.91219 0.0784
C 3.80677 -0.64329 4.92542 -0.2087
C -3.74875 2.58611 1.33923 -0.0585
H -5.34141 -0.57084 -3.06518 0.0821
H -2.42889 0.28027 -2.70158 0.0870
C 4.57916 -1.12557 7.19809 -0.1235
C -4.47023 -0.06506 -3.47949 -0.1357
H -4.44893 -0.31964 -4.54493 0.0710
C -2.81084 0.62111 1.80730 -0.1572
H 0.20048 0.12994 3.43274 0.1173
C 1.41017 2.78782 0.04681 -0.4010
H -3.81130 -3.17745 -1.71837 0.0920
H -4.47072 3.41220 1.39280 0.1346
P -2.58527 -2.05721 -3.47095 1.2165
P 0.29083 1.92072 -1.15270 0.9410
H -2.11142 -3.59152 -1.62024 0.0345
C -0.06279 4.75921 -1.90945 -0.1236
H -3.55722 -5.52792 -2.39817 0.0879
C -0.78127 -2.01958 -3.65283 -0.3622
C 1.34301 1.12932 -2.45991 -0.3943
H 4.39970 -1.30650 8.26215 0.1187
H 2.08562 3.35563 -0.60378 0.0869
H -4.64928 1.18710 2.71242 0.1673
H 3.27483 0.46109 -3.02977 0.0865
H 5.44609 -0.70116 3.49861 0.0990
H -0.49262 5.35679 -2.71559 0.0881
C 2.80496 0.90278 -2.14858 -0.1289
Br -1.70125 -3.88698 1.27054 0.8453
H 0.49285 -2.98172 -0.43703 0.1070
C 2.78176 -0.32265 2.59287 -0.0207
H -4.64417 1.00822 -3.37988 0.0848
C 6.12646 -1.06358 5.51342 -0.1181
H -0.40333 -2.81952 -2.99973 0.0881
C -0.34204 -2.27727 -5.10460 -0.1279
C 3.54810 -0.83998 6.30619 -0.0089
H -3.99899 -4.60114 -3.81819 0.0787
H -3.45375 -0.81089 -1.72863 0.0869
C -2.94141 -3.46829 -2.31450 -0.3621
H 7.17584 -1.18139 5.23812 0.1140
Fe 0.38877 0.63496 0.82071 0.4450
H 1.21009 1.73099 -3.36537 0.0768
C -2.56959 2.44894 0.64587 -0.1402
H 2.95544 0.20085 -1.32551 0.0466
H 1.80733 -0.10853 4.45301 0.1007
H 0.84827 0.16995 -2.63769 0.0283
H -0.29795 3.03152 -3.17071 0.0727
N 5.83972 -1.23074 6.79605 0.0651
H -2.14878 3.12745 -0.05505 0.0607
H 1.02427 4.86417 -1.93725 0.0816
C 1.50421 -1.33963 0.62185 -0.0842
H -0.43130 5.17710 -0.97221 0.0631
H 0.74447 -2.41331 -5.15066 0.0874
C -3.21716 -4.74969 -3.07586 -0.1353
C 5.14884 -0.78817 4.53128 -0.0025
C -3.19717 -0.51473 -2.75276 -0.3623
H -1.57555 3.20125 -1.99669 0.0523
N -3.89374 1.42483 2.07756 0.0751
H 1.24340 3.67667 2.03066 0.0900
C -0.49256 3.31519 -2.12197 -0.3790
C 0.27977 -0.51453 2.57681 -0.1451
C -0.49579 -2.50185 1.43989 -0.7176
H 3.74124 -0.39096 2.02247 0.1302
H 2.03198 2.02688 0.56974 0.0731
C 2.75489 -0.31427 3.97314 -0.0056
H 2.55550 -0.79658 6.70860 0.1028
C 1.55694 -0.62810 1.87490 -0.3451
```

> Which of these has the lowest maximum force?

C28H44BrFeN3P2